1.
6 unconnected molecules or ions with the total composition C20H60N6O8 in a non-equilibrium geometry. Source: the OMol25 dataset; level of theory: ωB97M-V/def2-TZVPD.

Summary:
Total energy ... -46989.608 eV
HOMO ... -13.2 eV
Charge ... +4
Energy relative to the best compared isomer or geometry (same formula, charge and spin) ... 4.003 eV

The geometry in XYZ format:
```
94
Properties=species:S:1:pos:R:3:lowdin_charge:R:1
C 1.58939 5.11255 -34.74437 -0.0256
C 2.52504 4.65724 -33.58796 -0.1850
C 3.02381 5.84113 -32.72227 -0.2087
O 3.59913 5.42696 -31.50950 -0.1975
C 4.36534 6.40093 -30.81454 -0.0686
N 1.70790 3.74875 -32.52207 0.2343
H 1.99280 4.05830 -31.60386 0.1306
H 0.70804 3.67386 -32.40055 0.1671
H 2.18144 2.87081 -32.68048 0.1553
H 0.71950 5.73834 -34.54494 0.0909
H 1.21853 4.24565 -35.29122 0.0902
H 2.16782 5.72394 -35.43700 0.1001
H 3.36961 4.01646 -33.84134 0.1550
H 2.36430 6.70876 -32.70303 0.1385
H 3.86578 6.28604 -33.25258 0.1367
H 5.01421 6.09911 -29.99237 0.0994
H 3.65918 7.05668 -30.30519 0.0885
H 4.94077 7.07005 -31.45429 0.0982
C -1.98373 9.03768 -30.67654 -0.0156
C -1.25681 8.71901 -29.28944 -0.2410
C -0.97636 9.91768 -28.32206 -0.0879
O -0.21692 9.35035 -27.11269 -0.2509
C 0.22413 10.34080 -26.17784 -0.0667
N -2.14735 7.74506 -28.49785 0.2173
H -3.05241 8.17001 -28.35506 0.1643
H -2.44731 6.83608 -28.82017 0.1726
H -1.73833 7.66134 -27.57818 0.1531
H -1.27293 9.37652 -31.43023 0.0842
H -2.83923 9.71115 -30.72816 0.0933
H -2.25767 8.10647 -31.17242 0.0747
H -0.36009 8.10929 -29.40007 0.1443
H -1.93771 10.32714 -28.01179 0.1300
H -0.33796 10.65681 -28.80603 0.1375
H 0.71152 9.73577 -25.41332 0.0987
H -0.80187 10.61755 -25.93529 0.0957
H 0.90552 11.08774 -26.58513 0.0959
C 8.37991 8.29069 -17.66904 -0.0295
C 6.96207 8.20586 -17.13730 -0.2610
C 5.89027 8.41051 -18.18966 -0.1855
O 5.71506 7.19408 -18.85736 -0.1943
C 4.96284 7.23904 -20.03841 -0.0808
N 6.79363 6.79246 -16.49378 0.2375
H 6.03338 6.68880 -15.83699 0.1707
H 6.54942 6.13520 -17.22074 0.1451
H 7.61798 6.36565 -16.09583 0.1652
H 9.04432 8.04209 -16.84148 0.0962
H 8.42793 9.22609 -18.22655 0.1060
H 8.64074 7.57571 -18.44934 0.0950
H 6.91589 8.87923 -16.28142 0.1588
H 6.18213 9.19443 -18.88851 0.1434
H 5.01453 8.76076 -17.64330 0.1400
H 4.72874 6.27028 -20.47977 0.0984
H 5.52666 7.81896 -20.76910 0.0966
H 3.99014 7.72239 -19.94720 0.0983
C 3.60837 -2.27303 -21.04520 -0.0224
C 2.12721 -2.68194 -20.76607 -0.2685
C 1.54440 -1.86309 -19.56239 -0.1962
O 0.14083 -1.75986 -19.65412 -0.1602
C -0.27195 -1.35275 -18.37778 -0.1054
N 1.32310 -2.54018 -22.02586 0.2254
H 1.75671 -2.83286 -22.88982 0.1641
H 0.39681 -2.93548 -22.10206 0.1773
H 1.26943 -1.56294 -22.27529 0.1736
H 4.27736 -2.69732 -20.29652 0.0977
H 3.87178 -1.21653 -21.09537 0.0924
H 3.84201 -2.85964 -21.93369 0.0788
H 1.99494 -3.74381 -20.55862 0.1572
H 1.97458 -0.86843 -19.67945 0.1271
H 2.01066 -2.26458 -18.66266 0.1461
H -1.17505 -0.89037 -18.77616 0.1034
H 0.22448 -0.55739 -17.82185 0.1028
H -0.55419 -2.16663 -17.70992 0.1062
C 7.38186 0.38276 -26.45886 -0.0474
C 7.52352 -0.44659 -27.71228 -0.2787
C 8.29416 -1.71410 -27.34083 -0.1986
O 8.35961 -2.61883 -28.46431 -0.1783
C 9.43437 -3.59742 -28.18323 -0.0652
N 6.07926 -0.71425 -28.12486 0.2328
H 5.74804 -1.59661 -27.76177 0.1664
H 5.50569 -0.05608 -27.61698 0.1522
H 5.72310 -0.78395 -29.06740 0.1755
H 7.01085 -0.14101 -25.57789 0.1064
H 7.03364 1.38601 -26.70448 0.1028
H 8.33090 0.64667 -25.99220 0.1031
H 7.97783 -0.10493 -28.64232 0.1673
H 7.86453 -2.25191 -26.49568 0.1394
H 9.31316 -1.36117 -27.18218 0.1419
H 9.45947 -4.19072 -27.26920 0.0941
H 10.45195 -3.21060 -28.23794 0.0911
H 9.44689 -4.30003 -29.01647 0.0947
N 1.22699 2.89370 -25.71502 -0.6965
O 1.04038 3.01116 -26.98628 -0.1719
O 1.75215 1.88702 -25.30695 -0.0840
O 0.95850 3.83844 -25.01711 -0.0458
```

=====

2.
A molecular structure, C20H60O10 in a non-equilibrium geometry. Source: the OMol25 dataset; level of theory: ωB97M-V/def2-TZVPD.

Summary:
Total energy ... -42172.269 eV
HOMO ... -8.4 eV
Charge ... 0
Energy relative to the best compared isomer or geometry (same formula, charge and spin) ... 14.529 eV

The geometry in XYZ format:
```
90
Properties=species:S:1:pos:R:3:lowdin_charge:R:1
C -0.33025 2.58921 -2.87274 -0.0556
C -1.40950 1.48849 -2.78358 -0.2211
O -2.11517 1.45430 -1.56035 -0.0353
H -0.71447 3.60112 -2.74420 0.0882
H 0.00463 2.63776 -3.90888 0.0873
H 0.46530 2.51136 -2.13169 0.0503
H -0.86256 0.56565 -2.97675 0.1101
H -1.96748 1.61098 -3.71188 0.1316
H -2.32815 2.34698 -1.27866 0.1232
C 3.45901 0.51635 -2.73630 -0.0987
C 3.11393 1.85049 -3.33666 -0.3595
O 2.37417 1.64800 -4.46483 -0.0527
H 4.23383 -0.00198 -3.30117 0.0863
H 2.54009 -0.06987 -2.74217 0.0760
H 3.85704 0.77591 -1.75532 0.0916
H 4.06072 2.38611 -3.40588 0.1171
H 2.44348 2.40451 -2.67966 0.0964
H 2.71248 0.86203 -4.90003 0.0919
C -1.58233 0.42777 3.38201 -0.0095
C -0.46395 -0.14436 2.50150 -0.2846
O -0.94156 -1.14795 1.57924 -0.1404
H -2.44814 0.67911 2.76940 0.0542
H -1.14102 1.33920 3.78529 0.0903
H -1.80169 -0.35243 4.11090 0.0972
H 0.21459 -0.64621 3.19130 0.1159
H 0.14936 0.63041 2.04140 0.0591
H -1.11803 -0.64766 0.77914 -0.0228
C -3.48048 0.09740 0.51831 -0.1210
C -4.70615 0.96700 0.65183 -0.2363
O -5.86121 0.05648 0.71468 -0.0824
H -3.53635 -0.42374 -0.43741 0.0610
H -3.35893 -0.53526 1.39755 0.1141
H -2.59434 0.73193 0.53379 0.0256
H -4.79882 1.48744 -0.30140 0.1059
H -4.73644 1.73270 1.42701 0.1144
H -5.61753 -0.68248 0.15240 0.0656
C -1.66847 2.37377 1.09432 -0.0324
C -0.75152 3.48834 1.77691 -0.2354
O -1.49575 4.56656 2.33571 -0.0777
H -2.60905 2.20250 1.61784 0.0777
H -1.04747 1.49194 1.25189 0.0452
H -1.84862 2.43884 0.02128 0.0707
H 0.00216 3.91651 1.11605 0.1058
H -0.12312 3.09679 2.57685 0.0864
H -0.83812 5.18025 2.67113 0.0777
C -2.13003 -1.50959 -1.35693 -0.0940
C -2.45917 -2.86139 -1.92946 -0.3142
O -3.81760 -2.87089 -2.19916 -0.0441
H -2.56843 -1.42127 -0.36289 0.0524
H -2.62266 -0.72558 -1.93204 0.0975
H -1.06572 -1.27496 -1.37474 0.0730
H -2.11648 -3.62163 -1.22753 0.0842
H -1.86986 -3.20706 -2.77877 0.1171
H -4.04123 -3.48635 -2.90116 0.0898
C 1.23408 0.02953 -0.15187 -0.0371
C 0.03609 0.37757 -0.91096 -0.3168
O -1.03359 0.43291 -0.06777 -0.2618
H 1.31786 0.76721 0.64620 0.0704
H 2.17528 0.07427 -0.69981 0.0563
H 1.09427 -0.96682 0.26745 0.0498
H -0.17377 -0.21331 -1.80254 0.0971
H 0.28228 1.36556 -1.30003 0.0861
H -1.70837 0.85227 -0.60667 -0.1293
C 4.15791 -2.88799 -1.91415 -0.0617
C 3.20216 -2.44761 -0.75160 -0.2740
O 3.78960 -2.31471 0.57346 -0.0759
H 4.64376 -3.82641 -1.64690 0.0673
H 5.03995 -2.26257 -2.05181 0.0610
H 3.62191 -2.89698 -2.86321 0.0704
H 2.49405 -3.19099 -0.38547 0.0771
H 2.74449 -1.51783 -1.08949 0.0518
H 3.32979 -1.61220 1.03889 0.0571
C -0.49012 -3.46973 0.62156 -0.0823
C 0.86120 -2.98908 1.05954 -0.3010
O 0.47141 -2.70903 2.37721 -0.0946
H -0.83612 -4.43264 0.99730 0.1020
H -0.29881 -3.44255 -0.45118 0.0680
H -1.30528 -2.74682 0.65331 0.0640
H 1.13556 -2.13294 0.44321 0.0394
H 1.54994 -3.83216 1.00515 0.1254
H -0.18643 -2.00996 2.39008 -0.0236
C 3.15013 0.22038 3.84669 -0.0497
C 2.12012 0.98955 2.93704 -0.2939
O 2.23487 2.29202 3.45416 -0.0832
H 2.87190 0.22206 4.90057 0.0800
H 4.21164 0.43163 3.71754 0.0720
H 3.09276 -0.82998 3.56110 0.0590
H 1.08851 0.67857 3.10188 0.0489
H 2.29025 0.91238 1.86316 0.0869
H 3.14778 2.56288 3.33245 0.0815
```